Here is an isolated molecule of C9H6Cl2O2 at a distorted geometry from OMol25. Energies are from the ωB97M-V functional and the def2-TZVPD basis.

Values from the calculation:
Net charge: 0
Spin multiplicity: 1
Lowest unoccupied orbital energy (eV): -1.57
Gap between HOMO and LUMO (eV): 7.87
ΔE to the lowest compared entry with this formula, charge and spin (eV): 2.888
HOMO energy (eV): -9.45

Last column: natural (NBO) charge in e.
Positions of all 19 atoms, in Å:
1 C 2.30 -0.52 -0.10  -0.673
2 C 2.18 0.96 0.53  0.018
3 Cl 3.71 1.86 0.89  -0.002
4 C 0.92 1.55 0.81  -0.085
5 Cl 0.84 3.20 1.57  0.022
6 C -0.34 0.68 0.40  -0.102
7 C -1.15 1.19 -0.65  -0.215
8 C -2.41 0.31 -1.12  0.519
9 O -3.43 0.79 -1.62  -0.487
10 C -2.21 -1.27 -0.93  -0.254
11 C -1.39 -1.78 0.11  -0.257
12 C -0.74 -0.69 1.08  0.520
13 O -0.59 -0.94 2.28  -0.487
14 H 3.42 -0.77 -0.06  0.249
15 H 1.90 -0.56 -1.17  0.243
16 H 1.79 -1.30 0.57  0.239
17 H -0.87 2.16 -1.15  0.254
18 H -2.72 -1.96 -1.68  0.245
19 H -1.21 -2.90 0.25  0.252

Here is an isolated ion of composition C5H11N2 and charge +1 at a distorted geometry from OMol25. Energies are from the ωB97M-V functional and the def2-TZVPD basis.

Values from the calculation:
Net charge: +1
Spin multiplicity: 1
Lowest unoccupied orbital energy (eV): -2.86
Gap between HOMO and LUMO (eV): 11.40
ΔE to the lowest compared entry with this formula, charge and spin (eV): 4.531
HOMO energy (eV): -14.26

Last column: natural (NBO) charge in e.
Positions of all 18 atoms, in Å:
1 C -1.16 1.31 0.31  -0.246
2 C -1.22 -1.30 0.20  -0.243
3 C -0.03 1.23 -0.70  -0.215
4 C 0.11 -1.36 -0.51  -0.206
5 C 1.77 0.01 0.69  -0.376
6 N -0.88 -0.01 0.82  -0.192
7 N 0.48 -0.02 0.04  -0.049
8 H -1.04 2.16 1.00  0.237
9 H -2.11 1.38 -0.17  0.229
10 H -2.14 -1.15 -0.55  0.224
11 H -1.30 -2.19 0.82  0.245
12 H -0.18 1.03 -1.67  0.220
13 H 0.54 2.14 -0.79  0.245
14 H 0.78 -2.05 -0.26  0.223
15 H 0.19 -1.23 -1.52  0.220
16 H 1.70 -0.69 1.41  0.226
17 H 2.57 -0.20 -0.17  0.237
18 H 1.93 0.92 1.04  0.221